# 1
DFT (ωB97M-V with the def2-TZVPD basis set) results for 7 unconnected molecules or ions with the total composition C47H46F6N3 in a non-equilibrium geometry.

Geometry as XYZ:
```
102
Properties=species:S:1:pos:R:3:lowdin_charge:R:1
N 3.404 -1.460 5.571 0.1867
C 2.008 -1.415 5.638 -0.1510
N 1.336 -2.425 6.540 0.0399
C 0.190 -3.055 5.778 -0.1864
C -0.791 -1.836 5.287 -0.1210
C -0.021 -0.721 4.307 -0.2853
C -0.058 -1.147 2.726 -0.1329
C 1.170 -2.103 2.221 -0.1482
C 0.752 -3.539 1.473 -0.0112
C 1.915 -4.576 0.869 -0.0406
C 3.518 -4.192 1.041 -0.0390
C 3.990 -2.773 1.780 -0.0499
C 2.775 -1.791 2.325 -0.0807
N 1.340 -0.322 4.836 0.0639
H 3.968 -1.025 4.806 0.1279
H 3.946 -1.960 6.330 0.1558
H 2.026 -3.218 6.706 0.1462
H -0.439 -3.692 6.567 0.1516
H 0.524 -3.693 4.856 0.1339
H -1.077 -1.214 6.265 0.1357
H -1.813 -2.202 4.839 0.1272
H -0.700 0.258 4.396 0.1588
H -0.150 -0.207 2.024 0.1290
H -1.070 -1.760 2.564 0.1274
H -0.371 -3.840 1.334 0.0867
H 1.631 -5.587 0.302 0.0979
H 4.362 -4.915 0.636 0.0582
H 5.130 -2.473 1.899 0.0944
H 3.113 -0.765 2.816 0.0773
H 1.252 0.576 5.367 0.1569
F -3.385 1.808 5.459 0.0559
C -3.874 1.225 4.357 -0.3045
C -3.827 1.904 3.145 -0.0072
C -4.332 1.295 1.996 -0.0785
C -4.888 0.016 2.074 -0.1004
C -4.936 -0.656 3.297 -0.0786
C -4.421 -0.051 4.443 -0.0330
H -3.399 2.900 3.104 0.1189
H -4.293 1.815 1.042 0.0948
H -5.286 -0.457 1.179 0.1040
H -5.373 -1.650 3.356 0.1074
H -4.441 -0.562 5.400 0.1135
F -4.832 1.351 -0.885 0.0400
C -6.128 1.531 -1.174 -0.2764
C -6.511 1.752 -2.492 -0.0063
C -7.861 1.934 -2.794 -0.0668
C -8.812 1.904 -1.771 -0.0906
C -8.417 1.686 -0.450 -0.0752
C -7.069 1.493 -0.150 -0.0224
H -5.757 1.781 -3.272 0.0838
H -8.171 2.100 -3.822 0.1103
H -9.864 2.050 -2.006 0.1037
H -9.159 1.667 0.345 0.1073
H -6.745 1.313 0.870 0.0891
F 4.675 1.505 -4.170 0.0681
C 4.060 1.116 -3.045 -0.2858
C 3.039 1.898 -2.517 -0.0131
C 2.395 1.490 -1.349 -0.0811
C 2.788 0.309 -0.715 -0.1009
C 3.818 -0.467 -1.250 -0.0811
C 4.454 -0.065 -2.424 -0.0127
H 2.753 2.817 -3.019 0.1160
H 1.590 2.091 -0.932 0.1035
H 2.289 -0.007 0.199 0.0702
H 4.124 -1.384 -0.752 0.0838
H 5.250 -0.660 -2.858 0.1172
F -4.720 2.756 -4.757 0.0488
C -3.447 2.393 -4.961 -0.2831
C -2.949 1.258 -4.330 -0.0173
C -1.625 0.876 -4.546 -0.0774
C -0.809 1.641 -5.383 -0.0899
C -1.316 2.781 -6.008 -0.0845
C -2.643 3.156 -5.801 -0.0330
H -3.596 0.681 -3.676 0.1066
H -1.229 -0.013 -4.063 0.1045
H 0.225 1.346 -5.548 0.1035
H -0.678 3.377 -6.656 0.1119
H -3.056 4.034 -6.286 0.1190
F 0.251 4.900 -4.399 0.0552
C -0.315 6.111 -4.487 -0.2873
C -1.699 6.226 -4.424 -0.0199
C -2.288 7.488 -4.510 -0.0767
C -1.486 8.620 -4.669 -0.0955
C -0.097 8.494 -4.736 -0.0819
C 0.492 7.234 -4.639 -0.0180
H -2.306 5.334 -4.309 0.0985
H -3.369 7.589 -4.454 0.1066
H -1.946 9.603 -4.741 0.1023
H 0.525 9.377 -4.864 0.1063
H 1.570 7.118 -4.680 0.1153
F 6.730 -4.441 0.816 0.0399
C 7.327 -5.632 0.676 -0.2894
C 6.551 -6.785 0.625 -0.0253
C 7.172 -8.025 0.474 -0.0758
C 8.564 -8.099 0.387 -0.0887
C 9.335 -6.937 0.445 -0.0746
C 8.713 -5.696 0.584 -0.0147
H 5.471 -6.709 0.702 0.0935
H 6.574 -8.931 0.425 0.1079
H 9.049 -9.067 0.274 0.1054
H 10.419 -6.997 0.381 0.1094
H 9.296 -4.782 0.621 0.1168
```

## Properties
Charge: +1
E_HOMO in eV: -10.4


# 2
DFT (ωB97M-V with the def2-TZVPD basis set) results for a molecular structure, C47H47Cl2CrN3O4PSi.

Geometry as XYZ:
```
106
Properties=species:S:1:pos:R:3:lowdin_charge:R:1
Cr 0.534 0.777 0.126 0.8085
C 2.785 -0.394 2.925 -0.1491
Si 1.481 0.882 3.367 0.4380
C 0.573 0.168 4.873 -0.1777
C 2.402 2.418 3.933 -0.1565
N 0.346 1.207 2.055 -0.1365
C -0.710 2.087 2.341 -0.2610
C -0.942 2.631 3.617 -0.0499
C -1.991 3.490 3.899 -0.0838
C -2.882 3.856 2.908 -0.0880
C -2.694 3.346 1.633 -0.0155
C -1.638 2.498 1.369 -0.2147
O -1.466 1.965 0.084 -0.0927
C -1.992 2.733 -0.958 -0.2702
C -1.478 3.999 -1.204 -0.0070
C -1.955 4.726 -2.282 -0.0508
C -2.947 4.201 -3.102 -0.0820
C -3.480 2.954 -2.817 -0.0658
C -3.011 2.217 -1.736 0.0014
H 3.055 -0.915 3.846 0.0444
H 3.686 0.080 2.536 0.0335
H 2.459 -1.155 2.217 0.0097
H 0.692 0.814 5.746 0.0362
H 0.988 -0.806 5.131 0.0186
H -0.498 0.044 4.701 0.0366
H 3.236 2.106 4.566 0.0368
H 1.782 3.097 4.517 0.0241
H 2.816 2.975 3.093 0.0259
H -0.278 2.379 4.425 0.0591
H -2.102 3.871 4.906 0.1028
H -3.707 4.525 3.108 0.0992
H -3.376 3.615 0.839 0.1240
H -0.732 4.406 -0.537 0.1302
H -1.546 5.708 -2.480 0.1111
H -3.312 4.769 -3.947 0.1018
H -4.272 2.546 -3.432 0.1057
H -3.437 1.256 -1.498 0.0977
Cl 2.529 5.317 -0.865 0.7289
C 1.933 4.151 -1.996 -0.5752
C 2.041 4.409 -3.374 -0.1134
C 1.493 3.556 -4.287 -0.6042
Cl 1.579 3.935 -5.982 0.6912
C 0.834 2.375 -3.865 -0.1604
C 0.115 1.493 -4.704 0.0052
C -0.571 0.452 -4.153 -0.0121
C -0.479 0.219 -2.768 -0.1057
N 0.237 0.979 -1.972 0.0688
C 0.822 2.100 -2.490 -0.1271
C 1.299 3.023 -1.516 -0.3889
O 1.031 2.788 -0.254 -0.1913
H 2.534 5.313 -3.704 0.1082
H 0.087 1.679 -5.769 0.0976
H -1.165 -0.217 -4.757 0.1170
H -0.993 -0.609 -2.303 0.0901
O 3.119 1.909 0.678 -0.0528
N 2.549 0.727 0.203 -0.1031
C 3.483 -0.078 -0.138 -0.0653
C 3.458 -1.510 -0.397 -0.2161
C 4.728 -2.004 -0.742 -0.0372
C 4.954 -3.353 -0.896 -0.0731
C 3.895 -4.221 -0.672 -0.0590
C 2.647 -3.728 -0.337 -0.0770
C 2.366 -2.365 -0.197 -0.2269
P 0.491 -1.748 -0.021 1.0265
C 0.227 -2.582 -1.652 -0.3097
C -0.782 -3.506 -1.878 -0.0900
C -0.937 -4.117 -3.118 -0.0679
C -0.087 -3.801 -4.163 -0.0832
C 0.930 -2.877 -3.954 -0.0728
C 1.092 -2.291 -2.712 -0.1073
C 0.128 -2.869 1.385 -0.2952
C -0.023 -2.270 2.634 -0.1070
C -0.310 -3.025 3.761 -0.0721
C -0.486 -4.396 3.654 -0.0772
C -0.380 -5.000 2.412 -0.0735
C -0.073 -4.244 1.289 -0.1132
H 2.405 2.577 0.485 0.0463
H 4.474 0.372 -0.112 0.1442
H 5.543 -1.303 -0.873 0.1115
H 5.933 -3.722 -1.166 0.1045
H 4.038 -5.290 -0.769 0.1070
H 1.856 -4.448 -0.213 0.0860
H -1.467 -3.757 -1.085 0.0794
H -1.730 -4.840 -3.260 0.1060
H -0.207 -4.273 -5.129 0.1014
H 1.605 -2.617 -4.759 0.1077
H 1.905 -1.589 -2.568 0.1138
H 0.036 -1.192 2.708 0.0582
H -0.421 -2.535 4.718 0.0957
H -0.725 -4.987 4.529 0.1029
H -0.545 -6.064 2.307 0.1050
H -0.049 -4.745 0.332 0.0906
C -2.915 -2.675 1.094 -0.0323
C -2.651 -1.377 0.317 -0.6142
C -3.219 -0.257 1.187 -0.0153
C -3.404 -1.474 -1.015 -0.0279
O -1.270 -1.054 0.048 -0.3837
H -3.998 -2.786 1.179 0.0922
H -2.505 -2.642 2.101 0.0767
H -2.543 -3.567 0.602 0.0626
H -4.253 -0.474 1.461 0.0938
H -3.189 0.704 0.689 0.0577
H -2.629 -0.175 2.102 0.0963
H -4.482 -1.393 -0.860 0.0916
H -3.209 -2.425 -1.509 0.0691
H -3.092 -0.680 -1.691 0.0534
```

## Properties
E_HOMO (alpha / beta) in eV: -7.1 / -7.4
Energy relative to the best compared isomer or geometry (same formula, charge and spin) in kcal/mol: 25.03
Multiplicity: 4


# 3
DFT (ωB97M-V with the def2-TZVPD basis set) results for a molecular structure, C47H47CuNP2 in a non-equilibrium geometry.

Geometry as XYZ:
```
98
Properties=species:S:1:pos:R:3:lowdin_charge:R:1
Cu -0.233 0.934 -1.834 0.2502
C -1.931 0.991 -3.452 -0.2424
C -1.792 -0.434 -3.164 -0.3341
C -0.974 -1.310 -4.151 -0.1583
C 0.425 -0.787 -4.502 -0.1661
C 1.061 0.036 -3.434 -0.1101
C 0.806 1.378 -3.196 -0.2783
C 0.043 2.250 -4.145 -0.1731
C -1.318 1.697 -4.586 -0.2141
C 2.146 0.280 1.863 -0.1836
H -2.924 1.401 -3.216 0.0971
H -2.823 -0.868 -3.097 0.1091
H -1.586 -1.368 -5.068 0.1277
H -0.886 -2.325 -3.725 0.0861
H 1.053 -1.684 -4.654 0.1203
H 0.416 -0.225 -5.443 0.1144
H 2.009 -0.409 -3.122 0.1071
H 1.386 1.843 -2.387 0.0895
H 0.661 2.415 -5.019 0.1108
H -0.117 3.213 -3.640 0.1167
H -1.944 2.556 -4.871 0.1170
H -1.267 1.044 -5.472 0.0989
H 1.162 0.766 1.885 0.0497
H 2.938 0.911 2.300 0.0770
H 2.107 -0.696 2.357 0.0574
P -1.571 -0.685 -1.098 1.0758
P 2.656 -0.041 0.195 0.9590
C 0.194 -1.264 -1.161 -0.2988
C 1.514 -1.171 -0.666 -0.3014
C -2.320 -2.142 -0.416 -0.3279
C -2.273 -3.356 -1.149 -0.0718
C -2.983 -4.465 -0.679 -0.0834
C -3.660 -4.405 0.540 -0.0721
C -3.626 -3.232 1.312 -0.0569
C -2.996 -2.082 0.831 -0.0800
C -2.529 0.937 -0.832 -0.2975
C -2.022 2.264 -0.975 -0.1301
C -2.866 3.372 -0.917 -0.0615
C -4.269 3.126 -1.009 -0.0580
C -4.786 1.809 -0.958 -0.0623
C -3.906 0.730 -0.808 -0.0942
C 4.224 -0.899 0.252 -0.3011
C 4.129 -2.281 0.459 -0.0894
C 5.284 -3.074 0.512 -0.0635
C 6.554 -2.490 0.398 -0.0722
C 6.648 -1.108 0.172 -0.0736
C 5.496 -0.309 0.108 -0.0657
C 2.958 1.601 -0.477 -0.3280
C 2.511 2.754 0.202 -0.0653
C 2.833 4.010 -0.313 -0.0677
C 3.568 4.136 -1.487 -0.0689
C 3.992 2.995 -2.161 -0.0753
C 3.710 1.729 -1.670 -0.1152
H 0.147 -2.117 -1.878 0.0773
H 2.160 -2.000 -1.052 0.0656
H -1.668 -3.408 -2.068 0.0927
H -2.998 -5.368 -1.291 0.1042
H -4.233 -5.267 0.876 0.1042
H -4.133 -3.215 2.278 0.1122
H -2.981 -1.156 1.427 0.1066
H -0.954 2.537 -1.224 0.1086
H -2.456 4.416 -0.961 0.1251
H -4.960 3.970 -1.115 0.1037
H -5.867 1.613 -1.023 0.1118
H -4.287 -0.282 -0.694 0.1069
H 3.146 -2.744 0.584 0.1036
H 5.187 -4.149 0.671 0.1085
H 7.457 -3.107 0.500 0.1108
H 7.644 -0.666 0.069 0.1079
H 5.580 0.772 -0.025 0.1056
H 1.976 2.671 1.155 0.1075
H 2.531 4.917 0.216 0.1138
H 3.795 5.128 -1.869 0.1095
H 4.572 3.088 -3.072 0.1100
H 4.085 0.832 -2.181 0.1218
C -2.036 3.352 5.188 -0.1471
C -2.236 3.333 3.794 -0.1315
C -1.881 2.222 3.029 -0.0570
C -1.303 1.062 3.639 -0.3353
C -1.008 1.166 5.025 -0.0692
C -1.408 2.258 5.788 -0.1223
N -1.009 -0.019 2.848 0.0275
C -0.961 -1.279 3.384 -0.3434
C -0.139 -2.256 2.724 -0.0719
C 0.065 -3.511 3.299 -0.1257
C -0.651 -3.901 4.435 -0.1511
C -1.568 -3.024 5.006 -0.1212
C -1.733 -1.736 4.494 -0.0643
H -2.357 4.215 5.778 0.0832
H -2.682 4.200 3.298 0.0870
H -2.030 2.183 1.943 0.0739
H -0.463 0.341 5.476 0.1004
H -1.224 2.266 6.860 0.0913
H 0.312 -1.977 1.754 0.0733
H 0.789 -4.193 2.848 0.0876
H -0.490 -4.883 4.866 0.0801
H -2.168 -3.328 5.861 0.0920
H -2.446 -1.023 4.910 0.1042
```

## Properties
E_HOMO (alpha / beta) in eV: -5.0 / -5.0
Multiplicity: 2


# 4
DFT (ωB97M-V with the def2-TZVPD basis set) results for a molecular structure, C47H47N8O2SeW in a non-equilibrium geometry.

Geometry as XYZ:
```
106
Properties=species:S:1:pos:R:3:lowdin_charge:R:1
W 0.526 0.193 -0.185 1.9172
C -1.414 -2.319 0.292 -0.2231
C -2.545 -1.317 0.253 -0.1668
C -2.288 -0.218 1.265 -0.1714
N -0.941 0.441 1.243 -0.1230
C -0.652 1.221 2.312 -0.2359
C -1.614 1.510 3.300 0.0290
C -1.527 2.254 4.463 -0.0112
C -0.456 2.962 4.995 -0.0160
C 0.794 3.106 4.428 -0.0006
C 1.284 2.561 3.247 0.0467
C 0.693 1.705 2.324 -0.2344
N 1.393 1.260 1.249 -0.1707
C 2.862 1.345 1.164 -0.2082
C 3.313 2.421 0.199 -0.1198
C 2.364 2.555 -0.982 -0.1718
N 1.649 1.321 -1.353 -0.1088
C 1.180 1.279 -2.685 -0.2094
C 0.938 2.390 -3.414 0.0150
C 0.394 2.494 -4.739 -0.0335
C 0.409 1.555 -5.706 -0.0358
C 1.029 0.264 -5.584 -0.0240
C 1.233 -0.451 -4.467 0.0316
C 0.762 -0.060 -3.130 -0.2327
N 0.667 -1.035 -2.016 -0.0488
C 0.385 -3.407 -0.995 -0.0638
C -1.132 -3.171 -0.936 -0.1397
H -0.475 -1.791 0.536 -0.0101
H -1.495 -2.952 1.184 0.1383
H -2.688 -0.917 -0.745 0.0865
H -3.498 -1.777 0.523 0.1416
H -3.058 0.553 1.187 0.1356
H -2.369 -0.672 2.257 0.1261
H -2.595 1.095 3.134 0.1078
H -2.446 2.297 5.038 0.1310
H -0.628 3.473 5.935 0.1310
H 1.494 3.737 4.964 0.1337
H 2.294 2.865 3.009 0.1200
H 3.284 1.483 2.155 0.1255
H 3.219 0.375 0.834 0.0856
H 3.366 3.395 0.689 0.1253
H 4.324 2.183 -0.131 0.1311
H 1.615 3.323 -0.777 0.1066
H 2.920 2.876 -1.862 0.1355
H 1.109 3.340 -2.922 0.1223
H 0.013 3.474 -5.001 0.1242
H 0.047 1.835 -6.687 0.1242
H 1.380 -0.187 -6.506 0.1310
H 1.780 -1.372 -4.556 0.1073
H 0.616 -4.404 -1.364 0.1424
H 0.782 -3.349 0.022 0.0810
H -1.511 -2.696 -1.840 0.0980
H -1.634 -4.135 -0.869 0.1339
C -0.834 4.029 0.252 -0.0284
O -0.826 2.776 -0.445 -0.1525
C -1.833 2.549 -1.326 -0.2289
C -2.773 3.493 -1.711 0.0135
C -3.734 3.157 -2.659 -0.0259
C -3.768 1.894 -3.234 -0.0420
C -2.839 0.946 -2.850 -0.0018
C -1.877 1.268 -1.893 -0.1971
N -0.911 0.310 -1.519 -0.1346
N -0.574 -0.557 -2.597 0.1151
C 1.196 -2.431 -1.929 -0.2331
C 2.432 -2.070 -1.137 -0.2800
O 2.296 -1.165 -0.279 -0.2119
C 3.661 -2.745 -1.364 0.0587
C 3.756 -3.527 -2.465 0.0893
C 2.680 -3.764 -3.415 -0.1559
C 2.899 -4.579 -4.526 0.0200
C 1.869 -4.836 -5.415 -0.0196
C 0.611 -4.291 -5.183 -0.0102
C 0.380 -3.483 -4.075 -0.0169
C 1.421 -3.199 -3.208 -0.1563
H -1.740 4.127 0.851 0.1127
H -0.757 4.860 -0.449 0.1099
H 0.041 4.023 0.895 0.0852
H -2.773 4.487 -1.288 0.1189
H -4.464 3.902 -2.947 0.1268
H -4.521 1.648 -3.970 0.1228
H -2.856 -0.048 -3.277 0.1209
H 4.499 -2.560 -0.706 0.1411
H 4.707 -4.006 -2.676 0.1447
H 3.878 -5.016 -4.683 0.1333
H 2.039 -5.467 -6.277 0.1268
H -0.200 -4.499 -5.868 0.1266
H -0.604 -3.059 -3.914 0.1219
C 0.827 -4.857 3.527 0.0003
N 0.318 -3.652 4.176 -0.0583
C 0.526 -2.383 3.800 -0.6668
Se 1.583 -1.783 2.380 0.8174
N -0.118 -1.596 4.684 0.1253
C -0.749 -2.365 5.665 -0.1710
C -1.504 -2.029 6.779 0.0003
C -1.972 -3.082 7.543 -0.0488
C -1.696 -4.417 7.205 -0.0431
C -0.940 -4.743 6.095 0.0159
C -0.473 -3.679 5.335 -0.1505
H 1.580 -4.571 2.800 0.0533
H 0.011 -5.386 3.038 0.1055
H 1.276 -5.497 4.283 0.1079
H -0.053 -0.593 4.655 0.1346
H -1.713 -1.001 7.047 0.1157
H -2.562 -2.874 8.425 0.1195
H -2.081 -5.208 7.833 0.1210
H -0.728 -5.773 5.841 0.1231
```

## Properties
Charge: +3
E_HOMO in eV: -14.5
Energy relative to the best compared isomer or geometry (same formula, charge and spin) in kcal/mol: 0.00


Question: What is the formula in the third record?
Answer: C47H47CuNP2